No. 1
A 7-piece molecular cluster, C29H59N2O19 overall at a distorted geometry, computed with the ωB97M-V functional and the def2-TZVPD basis.

Geometry (Å):
C  -15.331847  7.416745  -0.328578
O  -5.873145  6.241567  -2.041548
H  7.717361  -2.165825  2.740409
C  -6.044133  2.688316  -5.051809
H  -5.660532  3.170968  -0.038868
H  -8.145920  3.761674  -2.848280
H  8.694801  1.987784  0.700428
C  -9.357045  6.301118  -2.015071
O  7.057405  -11.454790  0.316863
C  6.453040  -8.847690  2.568632
O  8.655038  0.129548  3.031750
H  9.093467  -11.185739  -0.021115
H  -10.663658  9.571390  -2.280305
H  3.179311  0.264351  -0.369178
H  3.628172  2.842586  1.470262
H  -4.764570  1.032106  -6.646011
H  -2.069460  0.469840  4.302450
N  2.343866  0.255199  0.244300
H  4.283513  1.052622  2.513614
C  5.601435  -14.560116  -0.277254
H  8.790307  -0.858087  0.053920
H  -4.224906  2.717300  -6.952263
C  7.934469  1.903038  1.544459
C  -11.627231  9.790779  -1.820151
H  -6.425570  4.155818  -2.903593
C  -4.649777  2.770434  0.030443
C  -7.166250  3.394338  -3.144773
H  -1.167410  1.486270  3.167162
O  7.914682  -5.744888  3.156763
O  -7.324361  7.748824  -2.915938
N  7.062550  -0.551985  1.368386
O  -14.033584  7.441482  -0.920605
H  4.575544  -3.351776  2.075745
H  1.655774  -0.324165  -0.270657
H  6.917755  2.104285  1.076753
C  1.979142  1.727738  0.256889
H  -15.301939  7.825151  0.683079
H  7.417306  0.125412  -0.641743
H  5.358103  -14.484503  -1.338506
C  4.241914  -2.328442  2.466254
H  6.617619  -2.641107  1.373920
O  8.459216  -7.369553  1.670373
C  -4.797515  7.038462  -2.536860
C  8.143768  -10.671772  -0.179252
H  -15.650322  6.376221  -0.272242
H  7.300860  -9.517134  2.723106
H  -6.964146  2.471104  -2.596928
H  -9.552177  7.264628  -1.541950
C  6.916658  -12.644782  -0.285741
C  7.769382  -6.935862  2.557209
H  -4.840591  7.110490  -3.624987
O  -6.209231  2.502030  -6.368204
O  6.723692  -7.557026  3.116172
O  -12.303745  8.550274  -1.617064
C  7.652379  -0.771879  0.014318
O  -5.033889  2.478316  -4.427635
H  -5.301651  1.897914  -8.093530
C  6.839126  -1.813312  2.124390
H  -10.005270  5.554824  -1.556628
H  -4.549113  1.959291  -0.692842
C  -3.256215  1.761435  1.590824
C  7.913967  0.389117  2.079034
H  9.949932  -5.484332  2.813284
H  7.215161  -1.693862  -0.470625
C  -5.051125  2.009252  -7.039079
H  1.578056  -0.630809  1.968900
H  8.001604  -10.441149  -1.236654
H  6.449984  -15.228839  -0.123065
C  -13.514475  8.670052  -1.052578
O  -7.197129  3.148666  -4.550788
O  5.870217  -13.270281  0.271201
H  -11.449810  10.293466  -0.867692
H  1.982138  2.787401  2.278575
H  8.161766  -9.735326  0.378439
H  5.590453  -9.258524  3.091887
H  0.872890  1.976138  0.225746
C  3.581360  -1.573837  1.226725
C  -7.091941  6.734053  -2.314197
H  8.172136  2.614021  2.395050
H  3.474066  -2.571268  3.277822
O  -2.356760  1.674075  0.790308
H  -3.944863  3.574063  -0.189390
H  5.771516  -2.150336  4.039661
H  4.738551  -14.969640  0.247108
H  5.438688  -0.532756  3.279708
O  -4.462803  2.285063  1.361659
C  2.616757  -0.370654  1.611995
H  2.572316  2.129274  -0.620684
C  9.001532  -4.968116  2.656156
H  -9.580053  6.343032  -3.082752
H  6.208859  -8.772474  1.507486
H  -16.046693  7.964952  -0.944616
H  2.926373  -2.352271  0.698189
O  -14.041571  9.699805  -0.722752
H  4.386797  -1.294378  0.467191
H  -12.194865  10.433217  -2.495417
H  9.024360  -4.030203  3.210536
H  -3.865552  6.546269  -2.259467
H  -4.813331  8.031193  -2.083854
H  -1.773336  -0.129312  2.662912
O  -8.003638  5.897381  -1.798190
H  2.526628  0.946266  3.354499
C  2.692401  2.205872  1.606865
C  3.174935  0.879936  2.434374
H  8.856538  -4.740759  1.597945
O  7.608496  -13.074840  -1.170909
C  -1.981634  0.763295  3.256936
C  5.547459  -1.632331  3.047262
O  -3.218812  1.349200  2.866493

Atoms 1-3, force components in eV/Å:
C -0.41 -0.10 0.18
O -0.20 0.00 0.06
H -0.81 0.71 -0.69

Values from the calculation:
net charge: +1
electronic energy: -2679.1956 Eh
HOMO-LUMO gap: 8.9 eV

No. 2
A 3-piece molecular cluster, C29H60B2FIN3O16P2 overall at a distorted geometry, computed with the ωB97M-V functional and the def2-TZVPD basis.

Geometry (Å):
H  0.014287  -1.021991  -3.925289
H  3.799753  8.046138  2.013282
O  -10.313118  -0.918592  -0.714435
H  -1.999156  -5.927911  -2.224022
C  -5.982979  -4.369682  -1.335692
H  9.238629  0.299326  0.220415
C  -0.074894  -5.381892  -1.336040
O  8.166190  2.591693  -0.270125
C  8.720225  5.304425  1.962516
C  -4.051653  -3.888608  0.525997
O  -1.410813  -4.518672  -4.422791
O  7.963776  1.176333  1.598849
C  -2.372487  -3.833908  -1.617987
H  -3.370232  -4.095690  -2.167303
H  -1.199833  -2.033950  -5.726670
H  -8.435719  -3.491282  -1.106383
H  1.765969  0.863659  0.022995
H  9.417813  5.981329  1.465564
H  -0.429348  0.233446  -2.709846
H  -6.926154  -5.010525  -1.122729
H  -2.948040  -2.634790  -5.806040
H  8.007200  5.895286  2.544849
C  -6.487462  -3.197577  -2.339163
N  -2.568726  0.364165  1.021247
H  -0.130955  -0.639615  1.502949
H  0.143317  -2.695564  -1.657507
O  1.457331  -0.707090  -2.529467
O  1.447247  1.025323  -4.180822
H  -8.713495  -2.765506  -2.846193
H  -9.521953  0.981920  -2.940584
O  -2.665557  0.551786  -1.481757
P  2.903950  5.950691  3.600686
N  -1.841654  -2.439260  0.446548
C  -2.939584  -3.045823  -0.291611
H  -2.069126  -5.667966  -0.435145
H  -0.139153  -3.660814  0.786227
C  1.258980  6.824656  5.515055
H  1.845872  -2.161364  -0.504708
C  -2.170423  -2.174702  -5.104213
H  -0.641518  -4.465250  -5.044607
O  -2.261177  -4.133723  3.265878
H  -5.873330  -2.241149  -2.100684
C  -8.016410  -2.795926  -1.933399
H  10.032118  1.040416  1.642881
H  5.302943  7.375705  1.345376
F  -1.501870  -5.826396  1.974890
H  3.871270  1.277012  -2.582147
H  1.945982  7.662465  5.371269
H  -2.439669  -1.137244  -4.707300
H  -5.815716  -2.539846  0.040701
N  -1.814944  -2.730416  -2.487898
C  2.040876  0.252962  -3.390886
H  -6.372538  -3.447515  -3.446961
H  3.104243  4.375972  6.331973
H  4.162105  -0.572944  -2.987994
H  3.973775  0.752319  -4.359277
H  -3.706427  -2.313718  -0.785091
C  -1.051380  -3.228618  1.369660
H  4.813252  4.169880  5.904744
H  -0.545539  -2.604069  2.210813
H  1.394802  6.417315  6.520786
C  4.286016  7.134992  1.660750
O  1.476790  5.790756  4.552833
O  6.361358  2.919075  1.532441
B  -2.118547  -0.116966  -0.348638
C  -0.704717  -1.928957  -1.877980
H  -2.733762  1.393336  0.975496
O  8.015414  4.557853  0.969852
C  -1.608801  -4.432026  2.223517
H  -10.874382  -0.247339  -3.239795
C  1.572315  -1.589150  0.445738
O  0.427641  -5.872932  -0.274675
C  -9.770304  -0.145789  -2.971319
B  -1.717779  -3.226614  -3.903396
H  0.318225  1.177213  -0.974341
C  -1.632115  -5.188453  -1.400810
C  0.006597  -0.838635  -2.795789
H  1.026823  2.691396  1.180466
C  3.917925  4.764621  5.715002
H  -4.027961  -3.451532  1.601896
O  4.356467  6.172806  2.707989
H  -6.236109  -4.121506  0.870770
H  6.715736  3.573881  3.480581
H  4.118427  5.803783  5.990260
H  5.667059  4.612872  2.477338
H  1.521859  -2.399633  1.278710
H  3.744186  6.726351  0.806285
C  -5.564684  -3.666379  0.041902
H  -5.217652  -5.081950  -1.792239
H  -9.168835  -0.702789  -3.778609
H  5.050590  3.074868  3.105981
H  -3.825173  -5.003326  0.633178
H  9.140625  -0.487210  1.806151
H  -2.604783  -2.034493  -2.552376
C  -1.054471  -1.401225  -0.352378
O  2.156536  5.467107  2.363193
O  -8.073470  -1.439003  -1.343695
C  -9.391541  -0.879857  -1.572876
H  -0.767178  2.325879  1.107778
H  0.392020  1.357954  2.297152
H  9.281195  4.652280  2.636879
C  3.657953  0.406516  -3.301009
I  1.473238  -5.075908  -2.844036
C  0.201714  -0.751179  0.393473
H  0.234510  7.188060  5.416307
C  0.605764  0.775827  0.053033
C  0.261441  1.829212  1.264054
H  -3.488679  -0.082095  1.178456
P  7.967671  2.852485  1.217823
O  3.568772  4.649130  4.344688
H  -2.536358  0.099783  -2.339214
C  9.164737  0.476858  1.294744
C  5.933767  3.581180  2.714809
H  2.505055  -0.985770  0.740269

Atoms 1-3, force components in eV/Å:
H -0.69 -0.28 1.52
H 0.07 0.03 -0.25
O 4.45 -0.26 -2.91

Values from the calculation:
net charge: +1
electronic energy: -3638.5158 Eh
HOMO-LUMO gap: 6.6 eV